Formula: C15H47O12
Source: OMol25
Level of theory: wB97M-V/def2-TZVPD

Values from the calculation:
Calculated total energy   -40860.336 eV

ORCA input file:
```
! wB97M-V def2-TZVPD RIJCOSX def2/J DEFGRID3
* xyz -1 1
C 20.32600 57.06100 57.39900
O 20.07300 55.71000 57.75800
O 19.60100 57.95400 58.12400
O 21.22700 57.42500 56.62800
H 19.05700 57.62400 58.75600
C 17.96300 54.35600 61.76400
C 18.66700 54.24400 60.38300
O 18.25200 55.42200 59.77200
H 16.97700 53.91100 61.82000
H 18.00100 55.35200 62.18900
H 18.63200 53.63400 62.41400
H 18.35700 53.31600 60.05100
H 19.72400 54.23100 60.38200
H 19.00000 55.53300 59.06600
C 21.90400 55.10400 61.49200
C 20.94900 54.52400 60.32400
O 21.44400 53.37600 59.95500
H 21.43200 56.11800 61.56500
H 22.99600 55.37000 61.07500
H 21.87500 54.53900 62.54400
H 20.98300 55.12200 59.66100
H 19.89200 54.46100 60.93100
H 22.26600 53.68500 59.59900
C 19.80300 55.95900 52.36000
C 20.69700 56.59300 53.51600
O 19.77200 57.22500 54.40800
H 20.38100 55.37200 51.74300
H 19.37000 56.67100 51.69700
H 18.93000 55.30800 52.77200
H 21.42200 57.39400 53.19400
H 21.31000 55.78300 53.62300
H 20.36100 57.38200 55.15700
C 22.84300 57.33000 61.78600
C 22.05900 57.09700 60.56000
O 22.35400 55.81100 60.00300
H 22.56500 57.00300 62.72700
H 22.87500 58.44500 61.94100
H 23.79300 57.11800 61.53200
H 22.41300 57.74800 59.89500
H 21.04100 57.20300 60.70900
H 21.88400 55.84900 59.23400
C 15.25400 59.17600 59.76200
C 16.19200 58.02900 59.30100
O 15.96500 56.81600 59.80500
H 14.35500 58.90900 59.84400
H 15.15900 60.18100 59.33700
H 15.59900 59.41700 60.88500
H 17.32100 58.09700 59.33000
H 15.98400 58.09100 58.26200
H 16.98400 56.42600 59.75600
C 18.18200 60.59200 57.26200
O 18.99000 60.08500 56.27200
H 18.51000 61.79700 57.42600
H 18.58000 60.24500 58.23100
H 17.02400 60.37500 56.91900
H 19.31800 59.42200 56.66800
C 24.18200 59.28300 57.18700
O 22.78000 59.57000 57.53300
H 24.55700 60.30000 57.11900
H 24.44000 58.60900 56.42900
H 24.62000 58.75900 58.08400
H 22.23200 58.87000 57.40000
C 23.56800 55.31000 56.60200
O 22.33000 54.55500 56.45500
H 23.61600 56.53400 56.28000
H 24.44800 54.86700 56.07700
H 24.00300 55.25500 57.68000
H 21.65400 55.00300 56.84200
C 18.49300 53.39200 55.50800
O 18.27300 53.92700 56.89600
H 17.69800 52.87300 54.99600
H 19.23300 52.67600 55.59300
H 18.83500 54.12800 54.79200
H 18.98200 54.39300 57.09000
*
```



Formula: C15H48F6N12O9P
Source: OMol25
Level of theory: wB97M-V/def2-TZVPD

Values from the calculation:
Calculated total energy   -78251.191 eV
Relative energy (zero: lowest compared OMol25 entry of this formula, charge and spin)   1.022 eV

ORCA input file:
```
! wB97M-V def2-TZVPD RIJCOSX def2/J DEFGRID3
* xyz -1 1
P -0.07653 0.25971 -0.15872
F 0.02067 1.67105 0.68339
F -0.68189 -0.51191 1.09097
F -1.58576 0.55627 -0.71007
F -0.03984 -1.02281 -1.12545
F 0.58488 1.14625 -1.39517
F 1.47823 -0.08516 0.19402
C 1.48766 -0.94958 4.03719
O 1.56450 -1.62136 5.08199
N 0.36446 -0.26368 3.71910
N 2.47205 -0.91001 3.09940
H -0.47661 -0.24721 4.26578
H 0.47334 0.27245 2.87800
H 2.12317 -0.38610 2.31981
H 3.37889 -1.31083 3.20452
C 2.58106 3.59422 -2.63090
O 3.44506 4.17248 -3.30646
N 1.63274 2.82216 -3.25498
N 2.52446 3.70382 -1.28604
H 1.13475 2.23500 -2.59406
H 1.90539 2.61116 -4.20032
H 1.72396 3.22707 -0.89285
H 2.81174 4.54892 -0.83003
C -2.43491 1.08836 3.79749
O -1.81812 0.86530 4.83611
N -1.97998 2.02957 2.89024
N -3.55501 0.45394 3.36926
H -2.64073 2.40706 2.23669
H -1.00909 2.24315 2.77777
H -3.89182 0.74901 2.45530
H -3.93009 -0.26451 3.95888
C 0.56935 -0.01013 -5.57968
O 0.66211 1.13368 -6.02861
N 1.05565 -1.15861 -6.17132
N 0.27156 -0.21438 -4.26297
H 0.85342 -1.08101 -7.16264
H 0.93743 -2.05699 -5.73834
H -0.03456 0.63596 -3.82254
H 0.25532 -1.16957 -3.95218
C -2.98562 3.94585 -0.80394
O -3.55310 3.89908 0.29489
N -1.73224 3.44736 -1.04002
N -3.50936 4.57257 -1.88495
H -1.21810 3.89312 -1.77518
H -1.32700 2.72702 -0.46251
H -2.91601 4.56796 -2.69286
H -4.27725 5.21161 -1.79880
C -1.27291 -3.81673 -3.17720
O -0.88462 -3.07040 -4.08378
N -1.89079 -4.99106 -3.41710
N -1.13680 -3.49872 -1.86238
H -2.03288 -5.41496 -4.31201
H -2.44073 -5.36938 -2.66544
H -1.54079 -4.11578 -1.18664
H -0.62692 -2.65499 -1.66235
C -5.41236 -0.78084 0.68404
C -4.92697 0.45025 -0.04221
C -5.99490 0.91212 -1.02116
O -4.61916 1.49434 0.87146
H -4.67075 -1.01325 1.44813
H -5.52024 -1.58796 -0.04019
H -6.40830 -0.63247 1.10774
H -3.95813 0.16735 -0.46855
H -5.55755 1.65354 -1.70278
H -6.89937 1.34992 -0.60879
H -6.17588 0.12107 -1.75584
H -4.13184 2.24826 0.47736
C 4.72121 1.83195 3.85546
C 5.23315 0.95760 2.70592
C 4.91595 1.35583 1.31471
O 6.65856 0.94042 2.81067
H 5.08604 2.85310 3.68351
H 5.14016 1.57589 4.82614
H 3.64698 2.00825 3.90578
H 4.88899 -0.07364 2.83550
H 3.83249 1.49642 1.20120
H 5.15765 0.57903 0.58955
H 5.31610 2.33997 1.06661
H 7.04607 0.31404 2.19561
C 2.77595 -3.58541 -0.12465
C 1.89165 -3.67052 1.11593
C 1.05744 -4.94133 1.11330
O 2.72546 -3.79600 2.27133
H 2.28239 -3.94083 -1.02579
H 3.62442 -4.25394 0.06711
H 3.32222 -2.64823 -0.23001
H 1.22935 -2.80915 1.23110
H 0.48005 -5.03719 0.18788
H 0.42293 -5.04111 1.99350
H 1.69845 -5.82691 1.10748
H 2.30997 -3.50584 3.09067
*
```



Formula: C15H48N2O9
Source: OMol25
Level of theory: wB97M-V/def2-TZVPD

Values from the calculation:
Calculated total energy   -37735.187 eV
Relative energy (zero: lowest compared OMol25 entry of this formula, charge and spin)   2.806 eV
Structure (SMILES)   NC(N)=O.CC(C)O.CC(C)O.CC(C)O.CO.CO.CO.CO.CO

ORCA input file:
```
! wB97M-V def2-TZVPD RIJCOSX def2/J DEFGRID3
* xyz 0 1
N -2.20009 -0.44578 -2.56785
C -1.70809 0.55922 -2.04885
N -1.82309 1.61622 -2.78985
O -1.01409 0.44622 -0.84585
H -2.25009 -1.26478 -1.91785
H -2.80009 -0.45878 -3.39285
H -1.46409 2.53022 -2.45585
H -2.29409 1.69222 -3.66785
C 0.55091 5.62022 -1.70685
C 0.00491 4.24522 -1.67185
C -0.08309 3.72722 -0.26685
O -1.21309 4.14722 -2.11485
H 1.47591 5.70922 -1.12385
H -0.13009 6.43922 -1.48185
H 0.89291 5.89622 -2.71385
H 0.62491 3.65822 -2.33285
H -0.34409 2.71122 -0.33385
H -0.99209 4.18922 0.25415
H 0.81791 3.85722 0.36215
H -1.24609 4.62022 -2.97285
C 0.10491 -2.81078 -1.57585
C -1.06909 -3.22778 -0.64485
C -0.85309 -2.70178 0.81715
O -2.17509 -2.76478 -1.02085
H 0.14291 -3.39878 -2.51685
H 0.99691 -2.92478 -1.05885
H 0.04891 -1.73078 -1.70985
H -1.08609 -4.29078 -0.66285
H -1.73009 -3.02378 1.32515
H -0.80309 -1.64978 0.93315
H -0.05909 -3.16478 1.32315
H -2.38909 -3.16978 -1.87185
C -1.18509 -0.16078 3.48715
C -0.29809 0.23722 4.64715
C 1.02491 0.86922 4.18815
O -0.71509 1.11522 5.39615
H -2.19809 -0.03678 3.71715
H -0.94009 -1.18378 3.22815
H -0.90309 0.40022 2.61215
H -0.16009 -0.58678 5.28315
H 0.93391 1.91022 3.75315
H 1.52291 0.39022 3.33215
H 1.82691 0.94922 4.94715
H -0.95309 1.90322 4.90315
C 1.82191 -0.53278 0.63715
O 1.31391 0.80022 0.75815
H 1.51391 -1.00378 -0.31285
H 1.54191 -1.10978 1.51315
H 2.87691 -0.50678 0.51315
H 0.50891 0.86022 0.26115
C 2.75091 -3.20178 -4.08985
O 2.95991 -2.73178 -2.79285
H 3.41991 -2.61878 -4.77785
H 1.73491 -3.00978 -4.47885
H 2.90491 -4.27978 -4.20285
H 2.81191 -1.78878 -2.75285
C 1.94391 1.15222 -2.81785
O 2.27191 -0.09778 -3.28085
H 2.40491 1.98122 -3.35385
H 2.17191 1.22022 -1.73785
H 0.93991 1.34722 -2.98985
H 1.43691 -0.49178 -3.62785
C -3.28009 0.39222 1.09715
O -2.56809 1.60122 1.06415
H -2.60309 -0.43478 0.93515
H -4.03409 0.23122 0.34315
H -3.80909 0.40522 2.07215
H -2.00509 1.49022 0.30815
C 1.37591 -3.03878 3.99315
O 0.52091 -4.18378 3.85415
H 1.26291 -2.49178 3.10915
H 2.37091 -3.45178 4.13515
H 1.17991 -2.38578 4.85415
H 0.36991 -4.56478 4.72615
*
```



Copy entry 1 word for word.
Formula: C15H47O12
Source: OMol25
Level of theory: wB97M-V/def2-TZVPD

Values from the calculation:
Calculated total energy   -40860.336 eV

ORCA input file:
```
! wB97M-V def2-TZVPD RIJCOSX def2/J DEFGRID3
* xyz -1 1
C 20.32600 57.06100 57.39900
O 20.07300 55.71000 57.75800
O 19.60100 57.95400 58.12400
O 21.22700 57.42500 56.62800
H 19.05700 57.62400 58.75600
C 17.96300 54.35600 61.76400
C 18.66700 54.24400 60.38300
O 18.25200 55.42200 59.77200
H 16.97700 53.91100 61.82000
H 18.00100 55.35200 62.18900
H 18.63200 53.63400 62.41400
H 18.35700 53.31600 60.05100
H 19.72400 54.23100 60.38200
H 19.00000 55.53300 59.06600
C 21.90400 55.10400 61.49200
C 20.94900 54.52400 60.32400
O 21.44400 53.37600 59.95500
H 21.43200 56.11800 61.56500
H 22.99600 55.37000 61.07500
H 21.87500 54.53900 62.54400
H 20.98300 55.12200 59.66100
H 19.89200 54.46100 60.93100
H 22.26600 53.68500 59.59900
C 19.80300 55.95900 52.36000
C 20.69700 56.59300 53.51600
O 19.77200 57.22500 54.40800
H 20.38100 55.37200 51.74300
H 19.37000 56.67100 51.69700
H 18.93000 55.30800 52.77200
H 21.42200 57.39400 53.19400
H 21.31000 55.78300 53.62300
H 20.36100 57.38200 55.15700
C 22.84300 57.33000 61.78600
C 22.05900 57.09700 60.56000
O 22.35400 55.81100 60.00300
H 22.56500 57.00300 62.72700
H 22.87500 58.44500 61.94100
H 23.79300 57.11800 61.53200
H 22.41300 57.74800 59.89500
H 21.04100 57.20300 60.70900
H 21.88400 55.84900 59.23400
C 15.25400 59.17600 59.76200
C 16.19200 58.02900 59.30100
O 15.96500 56.81600 59.80500
H 14.35500 58.90900 59.84400
H 15.15900 60.18100 59.33700
H 15.59900 59.41700 60.88500
H 17.32100 58.09700 59.33000
H 15.98400 58.09100 58.26200
H 16.98400 56.42600 59.75600
C 18.18200 60.59200 57.26200
O 18.99000 60.08500 56.27200
H 18.51000 61.79700 57.42600
H 18.58000 60.24500 58.23100
H 17.02400 60.37500 56.91900
H 19.31800 59.42200 56.66800
C 24.18200 59.28300 57.18700
O 22.78000 59.57000 57.53300
H 24.55700 60.30000 57.11900
H 24.44000 58.60900 56.42900
H 24.62000 58.75900 58.08400
H 22.23200 58.87000 57.40000
C 23.56800 55.31000 56.60200
O 22.33000 54.55500 56.45500
H 23.61600 56.53400 56.28000
H 24.44800 54.86700 56.07700
H 24.00300 55.25500 57.68000
H 21.65400 55.00300 56.84200
C 18.49300 53.39200 55.50800
O 18.27300 53.92700 56.89600
H 17.69800 52.87300 54.99600
H 19.23300 52.67600 55.59300
H 18.83500 54.12800 54.79200
H 18.98200 54.39300 57.09000
*
```